The following is a quantum chemistry calculation of C9H10Cl3MoNO2 as an isolated structure in a non-equilibrium geometry, from the OMol25 dataset.

Last column: Löwdin spin population.
Cartesian coordinates (Å):
C -2.18740 -1.24434 -1.48189  0.01
C -2.62263 -1.01077 -0.11738  0.04
C -1.59993 -1.53950 0.77398  0.07
C -0.51361 -2.04053 -0.04974  0.05
C -0.90144 -1.89597 -1.43554  0.01
Mo -0.71254 0.11596 -0.43958  1.53
N -0.10404 1.03085 -1.82428  0.13
C -0.91404 2.61916 -0.40808  0.05
C -1.73450 1.95686 0.56071  0.01
H -1.63631 -1.56787 1.86018  0.00
H -3.56225 -0.57065 0.18546  0.00
H 0.40330 -2.50470 0.31957  0.01
H -0.33320 -2.27082 -2.29092  0.00
H -2.76554 -1.02601 -2.37728  0.00
H -2.80914 1.85732 0.40736  0.01
H -1.33931 3.03453 -1.30261  0.00
H 0.41532 1.02141 -2.70324  0.01
H -1.38787 1.85891 1.59186  0.01
H 0.08874 2.90366 -0.11641  0.00
Cl 5.03185 -1.36153 1.76021  0.00
C 4.03614 0.05241 1.41043  0.00
Cl 3.96761 1.11831 2.82903  0.00
Cl 4.66359 0.92687 -0.00429  0.00
C 2.48438 -0.41775 1.03042  0.00
O 2.30594 -1.63167 0.87099  0.00
O 1.72688 0.58585 0.95104  0.05

Values from the calculation:
* E_tot: -2002.81820 a.u.
* 2S+1: 3
* LUMO energy (spin up / spin down): -0.9 / -1.0 eV
* HOMO-LUMO gap (spin up / spin down): 0.248 / 0.288 Eh
* relative energy (zero: lowest compared OMol25 entry of this formula, charge and spin): 0.0 kJ/mol

The following is a quantum chemistry calculation of a 3-piece molecular cluster, C9H10Cl4N2 overall in a non-equilibrium geometry, from the OMol25 dataset.

Last column: natural (NBO) charge in e.
Cartesian coordinates (Å):
Cl -1.22746 -1.77496 -1.26886  0.07
C -2.47004 -2.83731 -0.63042  -0.20
Cl -3.91459 -1.83851 -0.37346  0.05
Cl -2.70037 -4.28992 -1.69707  0.05
Cl -1.90460 -3.33993 1.01088  0.03
C 2.89770 0.32633 -2.63655  -0.30
C 1.90193 0.23389 -1.64274  -0.32
C 2.55151 0.42701 -0.44074  -0.05
N 3.77206 0.82214 -0.66463  -0.49
C 4.07914 0.63485 -1.99370  -0.11
H 2.93173 0.17294 -3.70506  0.22
H 0.88684 0.07829 -1.97709  0.22
H 2.26483 0.36771 0.59883  0.21
H 4.44200 1.11086 0.03389  0.41
H 5.09642 0.64544 -2.35625  0.21
C -0.77787 0.83100 2.26605  -0.31
C -1.93718 0.16858 2.74164  -0.31
C -2.97779 0.57190 1.82951  -0.08
N -2.42966 1.44623 0.91101  -0.51
C -1.11509 1.66114 1.20053  -0.08
H 0.13979 0.83269 2.83552  0.22
H -2.01297 -0.61022 3.48605  0.23
H -3.98290 0.20032 1.69500  0.21
H -2.97137 1.76042 0.11859  0.42
H -0.54207 2.39921 0.65896  0.22

Values from the calculation:
* E_tot: -2299.15755 a.u.
* 2S+1: 1
* SMILES: ClC(Cl)(Cl)Cl.c1cc[nH]c1.c1cc[nH]c1
* LUMO energy: 0.1 eV
* HOMO-LUMO gap: 0.301 Eh
* relative energy (zero: lowest compared OMol25 entry of this formula, charge and spin): 59.3 kJ/mol

The following is a quantum chemistry calculation of a 2-piece molecular cluster, C9H10ClF2IN2 overall in a non-equilibrium geometry, from the OMol25 dataset.

Last column: natural (NBO) charge in e.
Cartesian coordinates (Å):
C -0.66121 1.45340 0.17028  -0.08
C -0.36328 0.45686 -0.61115  0.30
C 0.98074 -0.37628 -2.29203  0.37
C -1.09046 1.74864 1.56935  -0.43
C -0.34378 2.80771 0.67156  -0.42
C 0.89663 -1.80230 -1.92901  -0.55
C -0.29026 -1.95308 -0.92895  0.11
C -2.17799 -0.96119 0.20609  -0.43
C 2.74562 0.49395 1.06954  0.59
N 0.49539 0.57790 -1.73567  -0.45
N -0.95400 -0.83020 -0.54300  -0.47
F 2.87933 1.39829 1.98115  -0.32
F 3.12979 -0.66141 1.61874  -0.34
Cl 0.36369 -3.02542 0.55043  -0.24
I 4.01698 0.75580 -0.66115  0.07
H -2.16847 1.78720 1.62588  0.21
H -0.57405 1.36414 2.42323  0.22
H 0.64437 3.22519 1.00081  0.24
H -1.07835 3.49398 0.18286  0.23
H 0.68221 -2.41788 -2.68537  0.24
H 1.69956 -2.04201 -1.32486  0.26
H -1.13226 -2.71962 -1.28410  0.21
H -2.15827 -1.49634 1.20070  0.22
H -2.55448 0.05174 0.15617  0.23
H -2.98746 -1.32908 -0.43148  0.20

Values from the calculation:
* E_tot: -1415.80558 a.u.
* 2S+1: 1
* LUMO energy (spin up / spin down): -0.2 / -1.4 eV
* HOMO-LUMO gap (spin up / spin down): 0.307 / 0.239 Eh
* relative energy (zero: lowest compared OMol25 entry of this formula, charge and spin): 565.1 kJ/mol

The following is a quantum chemistry calculation of one molecule with the formula C9H10ClN3OS in a non-equilibrium geometry, from the OMol25 dataset.

Last column: natural (NBO) charge in e.
Cartesian coordinates (Å):
C 2.22680 -3.86738 -2.27995  -0.20
C 1.81710 -2.78322 -2.59002  -0.01
C -0.63637 1.04401 -0.98549  0.73
C 0.52240 -0.81450 1.98681  -0.24
C 0.07779 -1.10589 0.64334  0.11
C 0.44403 -0.98980 -1.63184  0.26
C -1.96780 3.91675 0.90137  -0.72
C 1.64878 -1.35058 -2.57619  -0.50
C -0.34690 -0.46588 2.94459  -0.30
N 0.00463 0.36420 -1.73677  -0.54
N -1.27283 1.75713 -0.28938  -0.78
N 0.94903 -1.19541 -0.29172  -0.43
O -0.04635 2.28158 1.95699  -0.93
S -1.37103 2.12127 1.34683  1.40
Cl -0.95876 -1.95205 -1.99751  -0.03
H 2.30649 -4.87189 -1.99774  0.23
H 1.53311 -1.10913 2.23716  0.22
H -0.95887 -1.14632 0.62528  0.17
H -2.05166 4.39766 1.83527  0.22
H -1.17893 4.25994 0.33683  0.23
H -2.89507 3.65399 0.41386  0.22
H 1.30396 -0.72771 -3.45103  0.25
H 2.47466 -0.72047 -2.08641  0.27
H -1.42470 -0.41147 2.73353  0.18
H -0.19953 -0.28483 3.95221  0.20

Values from the calculation:
* E_tot: -1446.61803 a.u.
* 2S+1: 1
* LUMO energy: -0.1 eV
* HOMO-LUMO gap: 0.336 Eh
* relative energy (zero: lowest compared OMol25 entry of this formula, charge and spin): 452.8 kJ/mol

Which of these has the highest relative energy (zero: lowest compared OMol25 entry of this formula, charge and spin)?
C9H10ClF2IN2

What is the formula in the third record?
C9H10ClF2IN2

E_tot of number 1 (C9H10Cl3MoNO2)?
-2002.81820 a.u.